(1)
{
  "formula": "C3H9N3O",
  "method": "ωB97M-V/def2-TZVPD",
  "orbital_gap_ev": 8.8646,
  "total_charge": 2,
  "multiplicity": 1,
  "symbols": ["C", "C", "C", "N", "N", "N", "O", "H", "H", "H", "H", "H", "H", "H", "H", "H"],
  "coordinates": [[-3.1357, -0.4919, -0.1763], [0.0808, 0.0596, 0.0770], [1.3157, -0.4856, -0.1694], [-1.1403, -0.7675, 0.2106], [-0.1367, 1.3640, 0.3338], [2.5548, 0.2796, -0.2746], [-3.4563, 0.5842, -0.1977], [-3.3828, -1.5428, -0.2323], [1.4000, -1.5284, -0.4242], [-0.9804, -1.6637, -0.2511], [-1.2865, -0.9410, 1.2084], [0.5402, 2.0775, 0.1271], [-1.0234, 1.6982, 0.6742], [3.3480, -0.3774, -0.2212], [2.6599, 0.9586, 0.4921], [2.6428, 0.7764, -1.1763]],
  "forces_ev_per_a": [[0.55, 0.79, -0.16], [0.89, 0.29, 0.15], [-2.23, -0.64, -0.20], [0.75, -0.14, -0.05], [-0.31, 0.06, -0.02], [-0.04, 0.15, -0.08], [-0.15, -0.08, -0.02], [-0.11, -0.34, -0.02], [0.18, -0.03, 0.02], [0.11, -0.06, 0.22], [0.24, -0.21, 0.02], [-0.01, 0.05, 0.03], [0.02, 0.02, -0.07], [-0.11, 0.27, 0.07], [0.15, -0.09, -0.11], [0.07, -0.04, 0.23]]
}


(2)
{
  "formula": "C13H25AuCl2N3O3V",
  "method": "ωB97M-V/def2-TZVPD",
  "orbital_gap_ev": [5.9433, 5.9315],
  "total_charge": 2,
  "multiplicity": 1,
  "symbols": ["N", "C", "O", "Au", "V", "N", "N", "C", "C", "C", "C", "C", "C", "C", "C", "H", "H", "H", "H", "H", "H", "H", "H", "H", "H", "H", "H", "H", "H", "H", "H", "H", "H", "C", "H", "H", "H", "C", "H", "H", "H", "Cl", "C", "Cl", "C", "O", "O", "H"],
  "coordinates": [[0.1347, 1.5983, 1.3891], [0.7903, 1.6372, 2.4241], [1.4231, 1.6929, 3.4226], [-2.5636, 1.7454, -1.2829], [-0.3090, 0.8370, -0.3068], [0.9096, 1.5123, -1.5220], [-2.1507, -0.0881, -0.5033], [2.3860, 1.6377, -1.4543], [-3.1232, -0.3555, 0.5850], [2.7635, 3.1005, -1.2150], [3.0345, 1.1431, -2.7491], [2.9431, 0.8138, -0.3016], [-4.5324, -0.2812, 0.0005], [-2.9375, -1.7232, 1.2288], [-2.9526, 0.7371, 1.6282], [2.4584, 3.7423, -2.0491], [3.8520, 3.1859, -1.1021], [2.2915, 3.4704, -0.2954], [2.7198, 0.1158, -2.9664], [4.1255, 1.1475, -2.6336], [2.7896, 1.7798, -3.6070], [2.5781, 1.1686, 0.6665], [4.0374, 0.9110, -0.3070], [2.6965, -0.2464, -0.4100], [-4.6614, 0.6660, -0.5436], [-5.2744, -0.3289, 0.8061], [-4.7137, -1.1060, -0.6971], [-3.1158, -2.5358, 0.5148], [-3.6776, -1.8192, 2.0345], [-1.9393, -1.8244, 1.6712], [-1.9462, 0.7205, 2.0613], [-3.6935, 0.5860, 2.4233], [-3.1205, 1.7264, 1.1775], [-2.0284, -1.1726, -1.4977], [-1.2483, -0.9256, -2.2307], [-1.7424, -2.1290, -1.0327], [-2.9819, -1.3173, -2.0309], [0.3090, 2.1269, -2.6956], [0.3914, 1.4848, -3.5887], [-0.7678, 2.3140, -2.5131], [0.7774, 3.0975, -2.9223], [0.0346, -4.0817, 0.1551], [1.2331, -3.0586, 1.0018], [2.8184, -2.9878, 0.1924], [0.6136, -1.6477, 1.0872], [0.1684, -1.2947, 2.1873], [0.5996, -0.9868, -0.0229], [1.3699, -3.4414, 2.0148]],
  "forces_ev_per_a": [[-1.04, -1.06, -3.38], [2.26, -0.03, 3.36], [-2.19, -0.14, -3.33], [-0.64, 0.75, -0.47], [3.48, -1.94, 3.52], [-1.90, -0.10, 0.95], [1.90, -0.29, -0.03], [1.22, -0.20, 0.62], [-0.66, 0.36, 0.90], [-0.43, 0.60, 0.09], [-0.39, -0.21, -0.56], [0.16, -0.38, 0.21], [-0.06, -0.17, -0.33], [0.38, -0.43, 0.05], [0.01, -0.12, 0.27], [0.18, -0.04, 0.18], [-0.32, -0.15, -0.07], [0.16, 0.00, -0.16], [0.12, 0.12, -0.01], [-0.33, 0.05, 0.08], [0.09, -0.12, 0.13], [0.16, -0.03, -0.13], [-0.37, 0.00, 0.06], [0.20, 0.26, -0.01], [-0.31, 0.00, 0.09], [0.18, 0.04, -0.24], [-0.12, 0.17, 0.15], [0.01, 0.13, 0.24], [0.20, 0.05, -0.25], [-0.33, -0.03, -0.09], [-0.37, -0.09, 0.05], [0.25, 0.19, -0.17], [-0.11, 0.05, 0.22], [-0.16, -0.13, -0.81], [-0.15, -0.03, 0.04], [0.01, 0.50, 0.14], [0.37, 0.07, 0.11], [-0.46, -0.16, -0.93], [0.08, 0.17, 0.29], [0.50, 0.08, -0.31], [-0.12, -0.34, 0.21], [0.37, 0.16, 0.13], [0.10, 0.35, -0.34], [-0.49, -0.18, 0.16], [-0.52, -0.75, 3.35], [0.71, -0.01, -2.22], [-1.57, 2.95, -1.49], [-0.07, 0.06, -0.29]]
}


(3)
{
  "formula": "C5H11NO2",
  "method": "ωB97M-V/def2-TZVPD",
  "orbital_gap_ev": 8.4453,
  "total_charge": 0,
  "multiplicity": 1,
  "symbols": ["C", "C", "C", "N", "H", "H", "H", "H", "H", "H", "H", "C", "C", "O", "O", "H", "H", "H", "H"],
  "coordinates": [[-1.0962, 1.5638, 2.3328], [-1.0441, 1.5150, 0.8252], [-1.5999, 0.4898, 0.1791], [-1.6505, 0.3107, -1.2107], [-1.9303, 0.9852, 2.7272], [-0.1874, 1.1844, 2.8098], [-1.1953, 2.5952, 2.6794], [-0.5013, 2.2744, 0.2756], [-2.1431, -0.2784, 0.7219], [-1.9050, -0.6283, -1.4764], [-0.7963, 0.5400, -1.6886], [2.2550, -0.6188, -0.5828], [1.4292, -1.4814, -1.4936], [0.6557, -1.0871, -2.3201], [1.5545, -2.7798, -1.1679], [3.1989, -1.1160, -0.3664], [1.7074, -0.5912, 0.3627], [2.3912, 0.3853, -0.9655], [0.8576, -3.2630, -1.6417]],
  "forces_ev_per_a": [[0.31, 0.46, -0.06], [-0.08, -0.81, 0.43], [-0.15, 0.16, -0.52], [-0.08, -0.16, 0.21], [-0.06, 0.00, -0.06], [0.05, -0.03, -0.10], [-0.15, -0.04, 0.05], [-0.01, 0.09, 0.02], [-0.04, 0.13, 0.17], [-0.02, 0.04, 0.02], [0.12, 0.19, -0.13], [0.07, -0.49, 0.14], [0.04, 0.42, 0.66], [-0.09, -0.05, -0.50], [-0.17, -0.30, -0.08], [0.10, 0.16, -0.08], [-0.01, 0.19, -0.03], [-0.03, -0.01, -0.09], [0.20, 0.04, -0.07]]
}


Energy relative to the best compared isomer or geometry (same formula, charge and spin) in kcal per mole, matching the order above: 17.4, 0.0, 20.2